1.
This record from the OMol25 dataset describes a 4-piece molecular cluster, C24H47B2N3O6 overall at a distorted geometry. The level of theory is ωB97M-V with the def2-TZVPD basis set.

Structure (XYZ):
```
82
Properties=species:S:1:pos:R:3:forces:R:3
O -0.76218 2.45835 3.04705 0.014 0.118 -0.282
O -7.55218 -0.89000 -1.75923 -0.260 0.059 -0.084
O -6.32435 0.52555 3.47481 0.021 0.145 -0.113
O -4.18256 -0.86321 -2.82620 0.521 0.507 0.541
O -2.19794 -2.09610 -3.19207 0.060 0.636 0.589
O 6.88007 -3.65240 -1.13381 0.175 -0.067 0.290
N -1.07706 4.61728 1.94088 0.268 -0.509 0.258
N -1.67450 2.22148 -0.46560 0.464 -0.466 -0.643
N -0.08537 0.96418 -2.48262 -0.342 0.173 0.429
C 7.74644 -0.44798 -0.76076 0.053 -0.125 0.595
C 2.68082 0.73159 -2.26970 -0.081 -0.266 0.148
C 4.96194 2.34047 -0.84455 0.362 -0.734 0.162
C -0.31639 2.10045 -0.38152 -0.022 0.504 0.730
C -7.47369 -2.43155 0.09576 -0.191 -0.109 -0.012
C 3.96186 1.90496 0.25868 -0.388 0.400 -0.406
C 5.66351 -5.71857 -1.40482 0.137 -0.145 0.065
C 1.64333 2.53517 0.90542 1.106 -0.312 -0.223
C -1.38714 1.04186 -2.54969 0.402 -0.326 -0.793
C -6.63792 -0.07221 0.31500 -0.141 0.123 0.035
C 0.47192 1.51147 -1.35817 0.196 -0.512 -0.819
C 5.88795 1.21634 -1.36163 0.466 0.853 0.139
C -4.12368 -0.12333 4.22493 0.102 -0.062 -0.193
C -7.66369 -0.98613 -0.33871 0.711 -0.109 -0.022
C 4.56579 -3.66709 -0.45700 0.009 0.116 0.181
C -5.08416 1.02961 3.97727 -0.050 -0.297 0.524
C -2.15316 1.68494 -1.54907 -0.998 0.182 0.208
C 5.85661 -4.46635 -0.56313 -0.356 0.070 -0.556
C 1.88238 1.43178 -1.19546 0.190 -0.514 -1.222
C -5.32973 1.82581 5.24892 -0.065 0.193 -0.045
C 0.31270 2.60580 0.76661 -1.585 0.790 1.136
C 2.47393 1.93718 -0.08657 0.533 0.710 1.177
C 6.61450 0.46219 -0.25000 -0.322 -0.901 -0.075
C -2.11175 0.42990 -3.72683 -0.799 0.101 0.507
B -2.86713 -0.89024 -3.23336 0.346 -0.403 -0.598
B -0.54006 3.25857 1.95666 -0.420 -0.312 -0.426
H 4.72083 -2.76889 0.14344 0.014 -0.042 0.040
H -1.44098 0.22861 -4.55836 0.074 0.061 0.090
H 6.59577 -3.39519 -2.01738 -0.013 -0.009 -0.002
H -2.35309 -2.44498 -2.30365 -0.154 -0.623 -0.349
H -3.23326 1.73852 -1.69313 0.066 0.100 0.079
H 4.90004 -6.37030 -0.97691 -0.009 0.004 -0.032
H -6.70595 -0.10069 1.40264 0.068 0.039 -0.106
H 5.88854 -0.20459 0.23109 0.006 0.146 0.053
H 3.76943 -4.25789 -0.00149 -0.016 0.015 -0.028
H 5.36409 0.51821 -2.01420 0.001 -0.094 0.091
H -6.70078 -0.05751 4.14302 0.027 0.031 0.044
H 7.76456 -1.37168 -0.17900 -0.007 0.010 -0.096
H -7.57419 -2.53603 1.17760 0.031 -0.004 -0.007
H 6.65566 1.70499 -1.97743 -0.131 -0.089 -0.097
H 2.06448 0.32988 -3.06982 -0.160 0.086 0.184
H -5.78020 1.19243 6.01876 0.093 -0.069 -0.003
H 6.98222 1.10870 0.55259 -0.036 0.207 -0.224
H -3.96169 -0.68998 3.30653 0.016 0.050 -0.019
H -4.37266 0.05818 -2.60532 -0.579 -0.144 -0.186
H -4.67781 1.68601 3.20671 -0.134 -0.037 -0.094
H -3.15970 0.23656 4.58791 -0.014 -0.003 0.017
H 4.23320 -3.33979 -1.44642 -0.011 -0.112 -0.030
H -4.53650 -0.81725 4.96287 -0.001 0.082 0.077
H -1.44959 4.83382 1.02400 0.307 0.275 -0.037
H -0.34181 5.27144 2.19008 -0.318 0.309 -0.060
H 4.44477 2.81788 -1.67694 -0.040 0.025 0.058
H -6.66417 -1.18156 -1.99833 -0.011 -0.034 -0.028
H -6.78309 0.95844 -0.01455 -0.065 -0.008 0.029
H 6.19828 -4.74502 0.43466 0.145 0.093 -0.028
H -8.20943 -3.07623 -0.38714 -0.031 0.033 0.029
H 3.40282 1.39981 -2.73055 0.130 -0.071 0.064
H 4.09308 2.61219 1.08122 -0.087 -0.201 0.075
H 8.73228 -0.00224 -0.60975 -0.074 0.154 -0.398
H 5.36463 -5.45535 -2.42332 -0.097 0.049 0.044
H 2.10508 2.93268 1.80442 0.104 -0.036 -0.039
H -5.62268 -0.36343 0.02269 -0.025 -0.137 0.026
H -0.50284 1.56626 2.78771 0.159 -0.025 0.402
H -6.02479 2.64431 5.05896 0.047 0.017 -0.037
H 3.19494 -0.11322 -1.80035 0.228 0.106 -0.179
H 6.59731 -6.27705 -1.47821 -0.009 -0.001 0.058
H 5.63348 3.09617 -0.42610 -0.160 0.029 0.048
H -8.66991 -0.65495 -0.07788 -0.027 0.033 -0.164
H 4.17477 0.91790 0.67898 0.219 0.021 -0.192
H -2.89433 1.14512 -4.01323 0.235 -0.015 -0.337
H 7.60535 -0.75089 -1.80004 0.083 0.189 -0.010
H -4.40038 2.24131 5.64086 -0.010 -0.013 0.008
H -6.48483 -2.79447 -0.19876 0.048 0.085 0.062
```
Forces are in eV/Å.

* multiplicity: 1
* DFT total energy: -43763.5368 eV
* gap between HOMO and LUMO: 8.5 eV
* LUMO: -0.2 eV
* structure (SMILES): CCCCCc1cc(B(N)O)c2ncc(CB(O)O)nc2c1C.CC(C)O.CC(C)O.CC(C)O
* HOMO energy: -8.8 eV

Results of the Löwdin charge analysis, in e, for atoms 1 through 4: 0.159, -0.059, -0.075, 0.162

=====

2.
This record from the OMol25 dataset describes a 2-piece molecular cluster, C24H47BBrF2N3O4SSi overall at a distorted geometry. The level of theory is ωB97M-V with the def2-TZVPD basis set.

Structure (XYZ):
```
84
Properties=species:S:1:pos:R:3:forces:R:3
Br 1.92638 3.68632 -3.61067 -0.149 -0.108 0.719
S 1.11388 -1.22127 -1.48342 -0.645 -0.532 -0.743
Si 4.79862 1.44087 1.07163 0.475 0.385 1.480
F -8.53637 -0.74214 0.80980 0.034 -0.679 0.460
F -9.96542 -2.07601 2.07055 0.873 0.104 -0.293
O -8.21665 -3.09741 0.82945 0.649 -0.178 0.463
O -5.95734 -3.05312 3.43136 0.046 -0.117 -0.309
O -7.70482 -1.82657 2.75317 0.485 -0.601 -0.216
O -6.58358 -4.61656 1.06662 0.150 0.209 0.220
N 1.75248 0.19533 -2.21675 1.929 0.964 0.571
N 4.16863 0.07504 -1.39503 -4.556 -0.293 -0.712
N 3.54335 -0.62765 -3.59330 0.020 -1.281 -0.211
C -0.00211 1.57260 -3.81999 0.294 1.221 -0.444
C 1.44704 1.49552 -1.57295 -0.050 2.026 1.324
C 3.54073 0.85795 -0.25533 -0.146 0.557 -0.842
C 0.88655 1.32235 -5.10439 -0.982 -1.185 -0.445
C 4.59585 -1.27742 -0.93164 1.160 -1.351 -0.573
C 0.73614 2.41559 -2.64974 -1.323 -0.702 -1.109
C -6.85279 -2.83564 2.65056 0.455 1.408 2.098
C -3.22371 0.98291 1.81099 0.600 -1.119 -0.582
C -1.27845 -2.74520 0.93850 -0.189 -0.675 1.196
C 6.36589 2.25843 0.36603 0.558 0.141 0.300
C -4.03728 -0.38672 1.84404 -0.043 0.756 -0.041
C 5.16242 -0.03277 2.25928 -0.905 -0.059 -0.059
C 1.17761 -2.43641 1.68115 -0.106 0.869 0.455
C -0.34941 -2.17216 2.09212 0.720 -0.829 -1.210
C -3.57676 -1.41846 0.73781 -0.652 -0.855 0.389
C -1.04273 1.20685 -0.55937 -0.143 0.007 1.682
C 2.79259 2.07297 -0.98424 0.696 -0.748 0.840
C -2.82278 -2.69648 1.29923 0.231 -0.034 -0.919
C 3.89026 2.74244 2.17417 -0.844 -0.522 -0.874
C 0.49241 1.44940 -0.30665 -0.319 0.426 -0.038
C 3.15044 -0.09789 -2.40373 0.942 -0.197 1.602
C -7.17190 -3.63348 1.44497 -0.710 -1.273 -2.077
C -3.31187 1.71507 0.41525 0.050 0.507 -0.090
C -1.92770 2.40891 0.02070 -0.676 -1.207 -0.254
B -8.63537 -1.91329 1.60861 -1.730 1.223 -0.417
H 1.70885 -1.43969 1.78725 -0.171 -1.156 -0.188
H -3.92757 -0.83807 2.87204 -0.179 0.370 -1.102
H -1.34254 0.94411 -1.60321 0.347 0.440 0.811
H -1.34026 0.32106 0.08073 0.420 0.813 -0.897
H -3.28824 -3.60829 0.82648 0.355 0.923 0.610
H 5.61318 -1.20582 -0.47467 -1.006 -0.022 -0.231
H 3.79419 -0.02190 -4.36886 -0.353 -0.252 0.281
H 5.49642 -0.96252 1.73492 0.063 0.798 0.695
H 3.61346 -1.63941 -3.69063 0.191 0.654 -0.190
H -5.13616 -0.17030 1.70005 1.124 -0.173 0.226
H -1.47390 2.86213 0.94416 -0.216 -0.426 -0.930
H -1.04402 -2.28957 -0.06927 -0.339 -0.161 1.006
H -2.94898 -0.98339 -0.08429 -0.602 -0.134 0.772
H -0.86120 2.22560 -4.15904 0.823 -0.757 0.438
H -2.05480 3.19817 -0.76523 0.051 -0.534 0.737
H 2.80255 2.41455 2.17195 1.061 0.438 0.281
H 1.68366 -3.17656 2.35136 -0.453 0.640 -0.569
H -3.48286 1.65194 2.67396 0.060 -0.529 -0.920
H -0.02726 -1.48380 -2.24589 1.036 0.380 0.159
H -2.14032 0.67689 1.96365 -0.953 0.424 -0.019
H 4.25711 2.74848 3.22955 -0.236 0.190 -0.962
H 6.75307 1.81218 -0.58636 -0.409 0.579 0.697
H 0.42416 0.43497 -5.63813 0.518 0.887 0.520
H 3.83759 -1.73271 -0.22818 0.807 0.731 -0.544
H -0.07789 3.06786 -2.22318 1.278 -0.688 0.018
H -4.51915 -1.80389 0.24550 1.042 0.483 0.403
H 1.94093 1.02159 -4.88471 -0.969 0.534 -0.154
H -4.16978 2.43479 0.44315 0.797 -0.470 -0.103
H 3.91216 3.74818 1.67408 0.100 -0.766 0.775
H -0.48985 -1.07047 2.25542 -0.118 -1.045 -0.021
H 3.52063 2.46819 -1.73359 -0.714 -0.302 0.349
H 2.83239 0.14282 0.24984 0.382 0.809 -0.282
H 0.83265 2.16193 -5.85225 0.292 -0.746 1.069
H 1.29591 -2.78601 0.62038 -0.225 0.222 1.044
H 2.61796 2.90434 -0.24291 -0.102 -0.890 -0.964
H -3.52380 0.99755 -0.43322 -0.021 0.629 1.092
H 7.19069 2.13005 1.13038 -0.861 0.073 -0.729
H 5.83674 0.28550 3.09560 -0.373 -0.441 -0.868
H 4.68901 -2.00151 -1.79303 -0.023 0.955 0.820
H 4.16660 -0.29106 2.73978 1.021 0.243 -0.463
H -0.99948 -3.83972 0.84509 -0.176 1.115 0.044
H -0.54491 -2.75573 3.03347 -0.073 0.845 -0.871
H 0.57903 2.48052 0.15400 -0.021 -1.044 -0.687
H 6.20924 3.37567 0.29067 0.159 -1.237 -0.269
H -0.46018 0.62582 -3.44239 0.613 0.774 -0.189
H -2.96676 -2.78894 2.40601 0.141 0.041 -0.944
H 0.86747 0.76249 0.51074 -0.289 0.525 -1.096
```
Forces are in eV/Å.

* multiplicity: 1
* DFT total energy: -133178.0755 eV
* gap between HOMO and LUMO: 4.4 eV
* LUMO: -3.8 eV
* HOMO energy: -8.2 eV

Results of the Löwdin charge analysis, in e, for atoms 1 through 4: 0.755, 0.970, 0.569, 0.098

=====

3.
This record from the OMol25 dataset describes an isolated ion of composition C24H47ClN5O4S and charge +1 at a distorted geometry. The level of theory is ωB97M-V with the def2-TZVPD basis set.

Structure (XYZ):
```
82
Properties=species:S:1:pos:R:3:forces:R:3
Cl 2.02380 2.96916 -2.41422 0.159 -0.046 0.073
S -0.43855 1.94967 -3.45030 0.080 0.404 -0.070
O 1.20460 1.22393 3.25253 0.419 0.274 0.084
O -3.30542 -3.89049 1.26814 0.055 -0.059 -0.185
O 1.13729 -1.50974 -0.98247 0.055 0.112 0.063
O -3.64407 4.89198 0.73201 0.034 0.134 -0.100
N -0.16515 -3.66659 0.46587 -0.190 -0.136 -0.277
N 4.80821 1.50391 1.34674 0.133 0.170 -0.183
N 0.71038 -0.55138 -3.28230 0.335 -1.717 1.180
N 0.39577 -0.93112 3.51575 0.056 0.035 -0.103
N 2.04041 -0.49998 -1.31423 0.265 0.052 -0.064
C 1.09327 1.07270 0.37599 -0.190 -0.045 -0.278
C 3.90833 0.72640 1.75577 -0.074 -0.088 0.239
C 0.23025 0.23119 1.32490 -0.203 0.110 0.048
C -1.41055 -2.95333 0.15298 -0.254 -0.156 -0.117
C -0.78901 -0.77634 4.38352 -0.220 -0.492 -0.266
C 1.56375 -1.40896 4.25337 -0.135 -0.134 0.421
C 3.20518 -0.31150 0.89000 -0.052 0.243 -0.282
C 1.78193 -2.77477 -0.73401 -0.031 -0.360 0.166
C -0.13441 3.11299 -0.23491 -0.465 -0.232 -0.017
C 0.70119 -3.83578 -0.69545 -0.063 0.387 0.163
C -2.32156 -2.86496 1.37650 -0.050 0.259 0.348
C 1.10793 -1.18976 -4.31360 0.105 0.556 -0.392
C 1.97497 -0.55043 -5.38100 -0.085 -0.218 0.197
C 0.67323 0.25983 2.77647 -0.115 -0.225 -0.049
C 0.82992 1.64911 -2.16694 -0.325 -0.326 -0.037
C 1.55732 0.30249 -2.56237 -1.007 1.045 -1.083
C 0.64753 -2.60088 -4.52764 -0.296 0.212 -0.590
C -3.82255 4.05576 -0.39012 -0.265 -0.359 0.262
C 2.34537 0.39771 -0.16023 0.255 0.309 0.507
C -1.34268 3.83105 -0.82463 -0.065 0.330 0.274
C -2.96169 -1.49660 1.54396 -0.226 0.124 -0.026
C 0.20804 1.69575 -0.75289 0.358 0.364 0.460
C -2.66820 3.08323 -0.61052 0.289 0.360 -0.553
C -3.64755 4.21272 1.97378 -0.069 0.009 -0.105
H -4.76178 3.49838 -0.26817 0.036 -0.051 -0.075
H -4.27546 4.76923 2.66908 0.087 0.043 0.029
H 0.13959 -3.79151 -1.63788 0.078 -0.227 -0.041
H 1.64803 0.48317 -5.49907 0.221 0.067 0.071
H 1.80312 -1.05808 -6.32752 0.168 -0.037 -0.001
H -0.76781 0.69053 1.32582 0.040 -0.042 0.052
H -3.40864 -1.13333 0.61477 0.034 -0.057 -0.034
H -4.14079 -3.58091 1.62988 0.055 -0.033 0.075
H -1.42285 1.26153 -2.85835 0.055 -0.144 -0.023
H -1.27412 0.18845 4.23375 0.072 0.053 0.134
H -0.40456 -2.72596 -4.27560 0.063 -0.043 0.196
H 5.01776 1.36909 0.35296 0.068 0.006 0.017
H -1.71505 -3.05680 2.27073 0.063 -0.047 -0.069
H -3.75554 -1.53588 2.29493 0.030 -0.028 0.020
H 1.47002 1.91134 0.96661 0.118 -0.076 0.026
H 2.28133 -2.75603 0.23514 0.102 0.051 -0.058
H -2.58021 2.38741 0.23049 -0.099 -0.024 -0.011
H -0.52139 -0.90210 5.43308 0.063 0.292 0.015
H -0.36999 2.96548 0.82641 0.049 0.030 0.006
H -1.98481 -3.49019 -0.61494 0.013 0.095 -0.057
H 1.85477 -0.74925 5.07888 0.058 0.099 -0.118
H -3.94567 4.69905 -1.26212 0.109 0.120 0.079
H 2.97495 1.19056 -0.57860 -0.068 -0.120 -0.306
H -1.20059 -1.96353 -0.25797 0.184 -0.019 0.150
H -1.21033 4.09439 -1.87314 0.037 -0.112 -0.014
H -1.51989 -1.55618 4.15327 0.001 0.036 0.012
H -1.42245 4.78434 -0.29373 0.053 -0.028 0.032
H 0.75781 3.73901 -0.24763 0.018 -0.025 -0.113
H -0.73225 1.13832 -0.78862 0.129 -0.208 -0.234
H 0.80834 -2.92104 -5.55557 -0.086 -0.013 -0.003
H 3.04267 -0.59040 -5.15495 0.013 0.050 -0.068
H 1.31103 -2.37689 4.68720 0.008 -0.018 -0.068
H 2.92161 -0.94505 -1.59058 -0.073 -0.086 -0.091
H 2.41699 -1.56786 3.59424 -0.031 0.086 -0.048
H -2.90682 2.51643 -1.51654 -0.068 -0.243 0.181
H 2.49525 -3.00960 -1.53464 -0.002 0.206 -0.054
H -0.45473 -4.59466 0.75704 0.124 0.053 0.240
H 2.60034 -1.00031 1.47811 0.109 -0.072 0.029
H -2.63169 4.14655 2.37519 -0.026 -0.056 0.041
H 4.00249 -0.85691 0.37212 -0.086 -0.214 0.110
H 2.46266 0.55706 -3.12342 0.270 0.023 0.462
H -4.06324 3.20415 1.87813 0.003 0.007 0.024
H 1.26395 -3.24908 -3.89908 -0.121 0.017 0.119
H 3.62594 0.80578 2.80319 -0.114 -0.095 -0.012
H -2.24109 -0.75809 1.89868 -0.006 -0.120 -0.105
H 1.22912 -4.78661 -0.60775 -0.074 -0.050 -0.166
H 0.08671 -0.80099 1.01571 0.105 0.059 -0.060
```
Forces are in eV/Å.

* charge: +1
* multiplicity: 1
* DFT total energy: -64638.1207 eV
* gap between HOMO and LUMO: 8.8 eV
* LUMO: -2.7 eV
* structure (SMILES): [H]/N=C\C[C@@H]1[C@H](CC(=O)N(C)C)[C@@H](CCCCOC)[C@@](S)(Cl)[C@H](N=C(C)C)[N@@H+]1OCCNC[C@@H](C)O
* HOMO energy: -11.6 eV

Results of the Löwdin charge analysis, in e, for atoms 1 through 4: 0.717, 0.847, 0.136, -0.032